Arrangement a

The following is a DFT calculation (ωB97M-V/def2-TZVPD) of a single C19H20N2O4 molecule.

Properties
multiplicity	1
structure (SMILES)	COC(=O)N/N=C\c1ccc(OC/C=C/c2ccccc2)c(OC)c1
Kohn-Sham gap	8.76	eV

Last columns: bonded neighbours and bond lengths (Å).
Cartesian coordinates (Å):
1 H -1.8976 -2.4194 2.9591  C4 1.080
2 C -4.2401 -1.1068 2.2061  C25 1.395, C36 1.381, H45 1.080
3 H -5.9483 -0.2688 3.1734  C36 1.080
4 C -1.6002 -2.5596 1.9301  H1 1.080, C13 1.502, C37 1.332
5 C -3.7914 -0.3032 -0.0081  H23 1.081, C25 1.396, C34 1.382
6 H 1.3185 1.5241 -0.5171  C41 1.080
7 C 1.0628 -0.2782 0.5487  O15 1.358, C26 1.405, C41 1.396
8 H 3.1846 1.5547 -1.5960  N18 1.020
9 C -5.6652 0.5526 1.2174  H17 1.080, C34 1.385, C36 1.386
10 O 3.9609 3.6505 -3.8365  C29 1.197
11 H 1.4201 -0.8648 3.2375  C16 1.092
12 H 0.8798 0.7908 3.6253  C16 1.090
13 C -0.3280 -3.3256 1.7064  C4 1.502, O27 1.428, H33 1.096, H42 1.092
14 H 6.3926 4.0036 -2.7889  C20 1.092
15 O 1.1425 0.4781 1.6741  C7 1.358, C16 1.411
16 C 0.7706 -0.0426 2.9315  H11 1.092, H12 1.090, O15 1.411, H35 1.093
17 H -6.5246 1.2034 1.2800  C9 1.080
18 N 3.0641 2.0112 -2.4999  H8 1.020, C29 1.370, N40 1.342
19 H -1.9117 -2.1137 -0.0817  C37 1.084
20 C 5.7359 4.2333 -1.9475  H14 1.092, H32 1.087, O38 1.420, H43 1.092
21 H 0.7422 0.3276 -3.9630  C22 1.083
22 C 1.3590 0.6245 -3.1244  H21 1.083, N40 1.270, C44 1.467
23 H -3.1841 -0.3125 -0.9026  C5 1.081
24 H -5.1366 1.1743 -0.7620  C34 1.080
25 C -3.4448 -1.1321 1.0601  C2 1.395, C5 1.396, C37 1.457
26 C 0.8704 -1.6672 0.4609  C7 1.405, O27 1.377, C31 1.394
27 O 0.7845 -2.4365 1.5996  C13 1.428, C26 1.377
28 H 0.6899 -3.3220 -0.8759  C31 1.080
29 C 3.9357 3.0176 -2.8210  O10 1.197, N18 1.370, O38 1.357
30 C 0.9682 -1.5148 -1.9566  C31 1.376, H39 1.079, C44 1.395
31 C 0.8271 -2.2532 -0.8036  C26 1.394, H28 1.080, C30 1.376
32 H 6.3028 4.2764 -1.0212  C20 1.087
33 H -0.4099 -3.9561 0.8141  C13 1.096
34 C -4.8867 0.5350 0.0720  C5 1.382, C9 1.385, H24 1.080
35 H -0.2695 -0.3786 2.9289  C16 1.093
36 C -5.3394 -0.2735 2.2810  C2 1.381, H3 1.080, C9 1.386
37 C -2.2698 -1.9834 0.9332  C4 1.332, H19 1.084, C25 1.457
38 O 4.7763 3.2014 -1.7723  C20 1.420, C29 1.357
39 H 0.9338 -2.0029 -2.9186  C30 1.079
40 N 2.1670 1.5662 -3.3940  N18 1.342, C22 1.270
41 C 1.2261 0.4541 -0.6280  H6 1.080, C7 1.396, C44 1.389
42 H -0.0892 -3.9551 2.5658  C13 1.092
43 H 5.2394 5.1865 -2.1391  C20 1.092
44 C 1.1889 -0.1390 -1.8835  C22 1.467, C30 1.395, C41 1.389
45 H -4.0066 -1.7562 3.0363  C2 1.080

Mulliken charges, unit e, in atom order:
1 H 0.270
2 C -0.366
3 H 0.378
4 C -0.487
5 C -0.482
6 H 0.719
7 C 0.669
8 H 0.391
9 C -0.420
10 O -0.555
11 H 0.283
12 H 0.288
13 C -0.803
14 H 0.282
15 O -0.453
16 C -0.610
17 H 0.377
18 N 0.240
19 H 0.339
20 C -0.635
21 H 0.406
22 C -0.378
23 H 0.354
24 H 0.377
25 C 0.677
26 C 0.814
27 O -0.510
28 H 0.342
29 C 0.551
30 C -0.937
31 C -0.470
32 H 0.215
33 H 0.314
34 C -0.596
35 H 0.178
36 C -0.631
37 C 0.217
38 O -0.334
39 H 0.460
40 N -0.820
41 C -0.888
42 H 0.327
43 H 0.291
44 C 0.293
45 H 0.321

---

Arrangement b

The following is a DFT calculation (ωB97M-V/def2-TZVPD) of a single C19H20N2O4 molecule.

Properties
multiplicity	1
structure (SMILES)	COc1ccc(OC[C@@H](Cn2cnc3ccccc32)OC(C)=O)cc1
Kohn-Sham gap	8.73	eV

Last columns: bonded neighbours and bond lengths (Å).
Cartesian coordinates (Å):
1 C 0.0659 -2.6429 0.1856  C13 1.503, O18 1.202, O34 1.341
2 H 0.5369 0.7191 1.3117  C40 1.093
3 C 0.7533 -0.4785 -0.4742  H26 1.099, O34 1.426, C38 1.538, C40 1.541
4 H 1.6977 2.8725 0.6503  C30 1.073
5 C -2.5540 2.1687 0.4294  C15 1.375, C19 1.396, H23 1.079
6 H 6.0688 -1.9507 -0.0374  C8 1.080
7 H 1.5566 -0.7323 1.5113  C40 1.095
8 C 5.6143 -0.9724 0.0118  H6 1.080, C11 1.380, C33 1.397
9 H 3.6590 -1.7426 0.4732  C11 1.080
10 O -5.9218 0.8749 0.6376  C21 1.365, C41 1.406
11 C 4.2681 -0.8681 0.2992  C8 1.380, H9 1.080, C42 1.386
12 O -0.6051 1.5549 -0.7011  C19 1.375, C38 1.402
13 C -1.1464 -3.5057 0.3964  C1 1.503, H22 1.089, H28 1.085, H36 1.086
14 C -3.9880 0.0469 -0.6066  C21 1.387, H39 1.079, C43 1.388
15 C -3.8788 2.0113 0.7603  C5 1.375, C21 1.397, H29 1.078
16 H 1.0532 1.2216 -1.7478  C38 1.094
17 N 2.4747 0.8874 0.6083  C30 1.365, C40 1.430, C42 1.376
18 O 1.2081 -2.9920 0.3176  C1 1.202
19 C -1.9208 1.2661 -0.4275  C5 1.396, O12 1.375, C43 1.384
20 N 3.7418 2.6838 0.2217  C30 1.295, C45 1.374
21 C -4.6167 0.9433 0.2450  O10 1.365, C14 1.387, C15 1.397
22 H -1.3110 -4.0975 -0.5024  C13 1.089
23 H -1.9825 2.9958 0.8197  C5 1.079
24 H -0.3091 0.1907 -2.2411  C38 1.095
25 H -6.3460 -1.1468 0.4271  C41 1.095
26 H 1.5610 -1.0063 -0.9997  C3 1.099
27 H -7.7105 -0.0108 0.5572  C41 1.089
28 H -2.0179 -2.8853 0.5806  C13 1.085
29 H -4.3722 2.7058 1.4210  C15 1.078
30 C 2.5566 2.2459 0.5042  H4 1.073, N17 1.365, N20 1.295
31 H 6.4923 2.3030 -0.3485  C32 1.078
32 C 5.8835 1.4312 -0.1716  H31 1.078, C33 1.379, C45 1.390
33 C 6.4055 0.1558 -0.2179  C8 1.397, C32 1.379, H44 1.080
34 O -0.2922 -1.4087 -0.1979  C1 1.341, C3 1.426
35 H -2.2002 -0.5163 -1.6007  C43 1.078
36 H -0.9707 -4.1866 1.2242  C13 1.086
37 H -6.7919 -0.1175 -0.9644  C41 1.095
38 C 0.2050 0.6350 -1.3823  C3 1.538, O12 1.402, H16 1.094, H24 1.095
39 H -4.5230 -0.7900 -1.0273  C14 1.079
40 C 1.3059 0.0984 0.8441  H2 1.093, C3 1.541, H7 1.095, N17 1.430
41 C -6.7216 -0.1625 0.1275  O10 1.406, H25 1.095, H27 1.089, H37 1.095
42 C 3.7395 0.4125 0.3484  C11 1.386, N17 1.376, C45 1.415
43 C -2.6504 0.2077 -0.9415  C14 1.388, C19 1.384, H35 1.078
44 H 7.4541 0.0189 -0.4378  C33 1.080
45 C 4.5291 1.5626 0.1143  N20 1.374, C32 1.390, C42 1.415

Mulliken charges, unit e, in atom order:
1 C 0.705
2 H 0.196
3 C 0.553
4 H 0.446
5 C -0.442
6 H 0.392
7 H 0.496
8 C -0.760
9 H 0.481
10 O -0.465
11 C -0.474
12 O -0.415
13 C -1.186
14 C -0.637
15 C -0.560
16 H 0.544
17 N 0.227
18 O -0.537
19 C 0.399
20 N -0.737
21 C 0.756
22 H 0.299
23 H 0.419
24 H 0.330
25 H 0.319
26 H 0.636
27 H 0.238
28 H 0.292
29 H 0.413
30 C -0.112
31 H 0.435
32 C -0.731
33 C -0.419
34 O -0.179
35 H 0.343
36 H 0.355
37 H 0.327
38 C -1.349
39 H 0.387
40 C -1.199
41 C -0.808
42 C 0.794
43 C -0.373
44 H 0.372
45 C 0.230

---

Name the least stable of them. arrangement a.

---

Arrangement a

The following is a DFT calculation (ωB97M-V/def2-TZVPD) of a gas-phase ion, C9H13N4 (charge +1).

Properties
total charge	+1
multiplicity	1
structure (SMILES)	N[C@@H]1N=CN(c2ccccc2)[C@H]1[NH3+]
Kohn-Sham gap	8.67	eV

Last columns: bonded neighbours and bond lengths (Å).
Cartesian coordinates (Å):
1 N -0.9842 -1.2777 1.1264  H2 1.027, C6 1.527, H10 1.033, H23 1.029
2 H -1.6298 -2.0767 1.1179  N1 1.027
3 H -0.5291 2.8360 -0.0003  C14 1.073
4 C 1.9462 1.5565 0.2428  C12 1.383, C13 1.392, H26 1.078
5 N -2.2773 1.7633 0.0822  C14 1.263, C15 1.446
6 C -1.2369 -0.3725 -0.0770  N1 1.527, H9 1.095, C15 1.574, N20 1.420
7 H 3.9686 2.1795 0.4809  C12 1.078
8 C 3.8486 0.1767 -0.2639  C12 1.385, C17 1.384, H19 1.078
9 H -1.1951 -1.0113 -0.9659  C6 1.095
10 H -0.0076 -1.6110 1.0762  N1 1.033
11 H -4.4082 0.2637 -0.9482  N25 1.013
12 C 3.3158 1.3760 0.1786  C4 1.383, H7 1.078, C8 1.385
13 C 1.0903 0.5325 -0.1515  C4 1.392, N20 1.410, C24 1.394
14 C -1.0221 1.8833 0.0137  H3 1.073, N5 1.263, N20 1.384
15 C -2.6261 0.3619 0.0188  N5 1.446, C6 1.574, H16 1.098, N25 1.432
16 H -3.1508 0.0904 0.9445  C15 1.098
17 C 2.9995 -0.8453 -0.6499  C8 1.384, H18 1.079, C24 1.385
18 H 3.4012 -1.7824 -1.0029  C17 1.079
19 H 4.9165 0.0403 -0.3103  C8 1.078
20 N -0.3071 0.7012 -0.0665  C6 1.420, C13 1.410, C14 1.384
21 H 0.9911 -1.4794 -0.9406  C24 1.081
22 H -3.1262 0.3903 -1.9504  N25 1.015
23 H -1.1094 -0.7497 2.0006  N1 1.029
24 C 1.6260 -0.6772 -0.5904  C13 1.394, C17 1.385, H21 1.081
25 N -3.4492 -0.0311 -1.0852  H11 1.013, C15 1.432, H22 1.015
26 H 1.5494 2.4922 0.6017  C4 1.078

Mulliken charges, unit e, in atom order:
1 N -0.218
2 H 0.373
3 H 0.403
4 C -0.587
5 N -0.580
6 C -0.625
7 H 0.395
8 C -0.536
9 H 0.271
10 H 0.448
11 H 0.262
12 C -0.751
13 C 1.165
14 C -0.051
15 C -0.071
16 H 0.394
17 C -0.778
18 H 0.391
19 H 0.406
20 N 0.180
21 H 0.434
22 H 0.247
23 H 0.388
24 C -0.250
25 N -0.592
26 H 0.282

---

Arrangement b

The following is a DFT calculation (ωB97M-V/def2-TZVPD) of a gas-phase ion, C9H13N4 (charge +1).

Properties
total charge	+1
multiplicity	1
Kohn-Sham gap (alpha / beta)	8.09 / 8.09	eV

Last columns: bonded neighbours and bond lengths (Å).
Cartesian coordinates (Å):
1 C 0.4198 0.1317 0.9176  N5 1.411, C10 1.427, N20 1.306
2 H 2.0455 1.6883 -1.7416  N23 1.030
3 C 2.2474 -1.0955 -0.8719  H11 1.013, H14 1.170, N21 1.406, C25 1.594
4 C -1.4280 -1.2198 0.1488  C10 1.433, H12 1.084, C16 1.372
5 N 0.8898 1.3859 1.3621  C1 1.411, H6 1.005, H17 1.014
6 H 0.3118 2.0989 1.7704  N5 1.005
7 H -1.4819 2.1576 0.5044  C15 0.995
8 H 3.0335 0.9914 -0.6898  N23 0.963
9 H -3.5994 1.8662 -0.3586  C22 1.006
10 C -0.9573 0.0735 0.5484  C1 1.427, C4 1.433, C15 1.391
11 H 2.0666 -1.9359 -1.4086  C3 1.013
12 H -0.8521 -2.1345 0.2291  C4 1.084
13 H 2.5956 -2.4345 0.8536  C25 1.107
14 H 3.3743 -0.9188 -0.6130  C3 1.170
15 C -1.7284 1.2100 0.3293  H7 0.995, C10 1.391, C22 1.411
16 C -2.6884 -1.3828 -0.3687  C4 1.372, C18 1.419, H26 1.124
17 H 1.6850 1.1380 1.9405  N5 1.014
18 C -3.5047 -0.2320 -0.5221  C16 1.419, C22 1.411, H24 1.144
19 H 1.6635 1.7692 -0.0013  N23 1.155
20 N 1.1249 -0.9050 1.2834  C1 1.306, C25 1.247
21 N 1.3793 -0.0577 -1.2525  C3 1.406, N23 1.451
22 C -3.0376 1.0527 -0.1727  H9 1.006, C15 1.411, C18 1.411
23 N 2.0990 1.1430 -0.8691  H2 1.030, H8 0.963, H19 1.155, N21 1.451
24 H -4.5098 -0.4567 -1.0202  C18 1.144
25 C 1.9727 -1.5465 0.6323  C3 1.594, H13 1.107, N20 1.247
26 H -3.1211 -2.3866 -0.6300  C16 1.124

Mulliken charges, unit e, in atom order:
1 C 0.841
2 H 0.327
3 C -0.622
4 C -0.447
5 N -0.554
6 H 0.222
7 H 0.537
8 H 0.321
9 H 0.530
10 C 0.755
11 H 0.517
12 H 0.325
13 H 0.401
14 H 0.243
15 C -0.605
16 C -0.590
17 H 0.327
18 C -0.214
19 H 0.390
20 N -0.497
21 N -0.538
22 C -1.071
23 N -0.153
24 H 0.290
25 C -0.078
26 H 0.342

---

Name the least stable of them. arrangement b.